C60H61BrF4N7O5PSr | ωB97M-V/def2-TZVPD

Values from the calculation:
E_tot = -6428.17112 Eh
Net charge = 0
Highest occupied orbital energy = -7.4 eV
Maximum force = 2.34 eV Å⁻¹
Orbital gap = 7.8 eV

Geometry as XYZ:
```
140
Properties=species:S:1:pos:R:3:forces:R:3
Sr 0.5990 -0.0870 0.8674 -1.1 -0.2 -2.1
C 3.1301 -4.2012 1.6123 -0.2 0.3 -0.1
C 2.2360 -3.0345 2.0064 0.1 -0.4 -0.5
O 1.6266 -2.4458 1.1062 0.2 -0.2 0.3
C 2.1568 -2.6650 3.3889 -0.3 0.6 0.4
C 2.6813 -3.4862 4.4060 0.0 0.0 0.0
C 2.6250 -3.1257 5.7246 0.1 -0.3 0.1
C 2.0441 -1.8993 6.0797 0.0 -0.1 -0.1
C 1.5289 -1.0719 5.1269 -0.1 0.2 -0.1
C 1.5439 -1.4097 3.7392 0.5 -0.7 0.7
O 1.0611 -0.6091 2.8865 0.3 -0.2 1.9
H 3.2619 -4.1998 0.5315 -0.1 0.0 0.0
H 2.6664 -5.1378 1.9141 0.0 -0.2 0.0
H 4.0961 -4.1193 2.1015 0.1 -0.1 0.0
H 3.1224 -4.4354 4.1387 0.1 -0.1 0.0
H 3.0277 -3.7751 6.4885 0.0 -0.1 0.0
H 2.0071 -1.6139 7.1216 0.0 0.1 0.1
H 1.0839 -0.1192 5.3771 0.0 0.1 0.1
F -3.8441 6.5715 -3.5659 0.1 -0.2 0.0
C -3.1725 5.4251 -3.4359 0.1 -0.1 0.0
C -2.7658 4.7150 -4.5600 0.0 -0.1 0.0
F -3.0520 5.1685 -5.7856 0.0 0.0 0.3
C -2.0661 3.5247 -4.4028 -0.2 0.2 0.1
F -1.7341 2.8624 -5.5164 -0.1 0.2 0.0
C -1.7380 3.0130 -3.1505 0.0 -0.1 0.3
P -0.7045 1.4713 -2.9336 -0.2 0.6 -0.7
C 0.6716 2.1120 -3.9780 0.0 -0.2 0.1
C 0.8825 1.8435 -5.3259 0.0 0.1 0.2
C 1.9834 2.3827 -5.9671 0.0 0.0 -0.1
C 2.8700 3.1947 -5.2805 0.1 0.2 0.0
C 2.6589 3.4688 -3.9388 0.1 0.1 0.0
C 1.5691 2.9251 -3.2866 -0.1 -0.2 0.0
C -1.6439 0.3869 -4.0752 0.1 0.0 0.2
C -3.0337 0.4687 -4.1394 0.1 0.0 -0.1
C -3.7560 -0.4347 -4.8957 -0.1 0.0 0.0
C -3.1030 -1.4394 -5.5909 0.0 -0.1 0.0
C -1.7242 -1.5405 -5.5157 0.0 -0.1 -0.1
C -0.9987 -0.6443 -4.7499 0.0 0.1 0.1
C -2.1638 3.7321 -2.0333 -0.2 0.1 -0.1
Br -1.8188 3.1102 -0.2778 -0.1 0.2 -0.1
C -2.8766 4.9204 -2.1761 0.1 -0.2 0.1
F -3.2841 5.5911 -1.0962 0.0 0.1 -0.2
H 0.1907 1.2310 -5.8810 0.0 0.0 0.0
H 2.1461 2.1720 -7.0133 0.0 0.0 -0.1
H 3.7238 3.6143 -5.7936 0.1 0.0 0.0
H 3.3486 4.0955 -3.3922 0.1 0.1 0.0
H 1.4288 3.0841 -2.2258 0.0 0.1 0.1
H -3.5564 1.2473 -3.5982 0.0 0.0 0.0
H -4.8329 -0.3523 -4.9411 -0.1 0.0 0.0
H -3.6685 -2.1477 -6.1800 0.0 0.0 -0.1
H -1.2129 -2.3275 -6.0511 0.1 -0.1 0.0
H 0.0737 -0.7493 -4.6679 0.1 0.0 0.0
C 4.6446 2.1026 -0.0907 0.1 0.2 0.0
N 4.1425 0.7472 0.0083 -0.1 0.1 0.1
C 3.8510 0.3808 1.3725 0.0 -0.2 0.1
C 3.4785 0.1389 -1.0195 0.5 0.0 -0.7
N 2.4086 -0.5602 -0.7871 0.2 0.4 0.1
C 2.0312 -1.5918 -1.6322 0.1 -0.6 -0.6
C 3.0056 -2.3897 -2.2410 -0.1 -0.2 0.1
C 2.7001 -3.3351 -3.2002 0.1 0.0 -0.1
C 1.3842 -3.4837 -3.6008 -0.1 -0.1 -0.1
C 0.3945 -2.8257 -2.8977 0.2 0.1 -0.2
C 0.6808 -1.9504 -1.8456 0.3 -0.3 -0.4
N -0.3694 -1.4505 -1.0761 -0.3 0.1 0.2
C -1.3249 -2.2747 -0.7420 -0.3 -0.4 -0.4
N -2.5651 -1.7985 -0.4401 0.2 0.1 0.4
C -3.3535 -2.3686 0.6307 -0.3 -0.2 0.1
C -2.9600 -0.4588 -0.7970 0.1 0.2 -0.3
N -1.2503 -3.6527 -0.7122 -0.1 0.1 0.0
C -0.0392 -4.4015 -0.4861 0.2 -0.1 0.1
C -2.3200 -4.4586 -1.2557 -0.1 0.0 0.0
N 4.0702 0.3289 -2.2546 -0.1 0.0 0.4
C 3.3666 0.1584 -3.4975 -0.1 0.0 -0.3
C 5.5063 0.3527 -2.4212 0.1 0.0 0.1
H 3.9508 2.7864 0.4061 0.1 0.0 -0.1
H 4.7519 2.4154 -1.1233 0.0 0.0 -0.1
H 5.6157 2.1739 0.4082 0.0 0.0 -0.1
H 4.7627 0.5214 1.9585 -0.1 0.0 0.1
H 3.5425 -0.6595 1.4244 0.0 0.0 0.0
H 3.0630 1.0035 1.8082 0.0 0.1 0.1
H 4.0328 -2.2349 -1.9412 0.1 0.0 0.0
H 3.4818 -3.9266 -3.6537 0.1 0.0 -0.1
H 1.1204 -4.1298 -4.4273 0.0 -0.1 0.0
H -0.6435 -2.9877 -3.1574 0.0 0.0 0.0
H -2.8528 -3.2344 1.0532 0.0 -0.1 0.0
H -4.3437 -2.6616 0.2650 0.0 -0.1 0.0
H -3.4850 -1.6321 1.4267 0.0 0.0 0.0
H -2.4226 -0.1591 -1.6923 -0.1 0.0 0.1
H -2.7480 0.2573 0.0015 -0.1 -0.1 -0.1
H -4.0332 -0.4748 -1.0130 0.0 0.1 0.0
H 0.7377 -3.7473 -0.1081 0.0 -0.1 0.0
H 0.3172 -4.8871 -1.4030 -0.1 0.1 0.1
H -0.2420 -5.1815 0.2570 0.0 0.0 0.0
H -3.1337 -3.8209 -1.5868 -0.1 -0.1 0.0
H -2.6914 -5.1762 -0.5179 0.0 0.0 0.0
H -1.9439 -5.0246 -2.1175 0.0 0.0 0.0
H 2.2981 0.2528 -3.3328 0.0 0.0 -0.1
H 3.5688 -0.8178 -3.9553 0.0 0.1 0.0
H 3.6940 0.9381 -4.1890 -0.1 0.0 0.1
H 6.0026 0.3116 -1.4558 0.0 0.0 0.0
H 5.8187 1.2550 -2.9584 0.0 0.0 0.1
H 5.8280 -0.5132 -3.0131 0.0 0.0 0.0
O 1.4511 2.4689 -0.0838 0.2 -0.2 -0.4
C 1.2270 2.7431 1.0940 0.1 0.7 0.1
N 0.4266 2.0266 1.8898 -0.7 0.6 0.4
C 0.4821 2.4981 3.1676 0.1 0.2 0.4
O -0.1492 2.0905 4.1208 0.0 0.1 0.2
C 1.4545 3.6444 3.1970 0.3 0.3 -0.3
C 1.9481 4.4155 4.2250 -0.1 -0.1 0.0
C 2.8328 5.4392 3.8984 0.0 0.0 0.1
C 3.1959 5.6781 2.5823 0.1 0.1 -0.1
C 2.7147 4.8794 1.5493 -0.1 -0.1 -0.1
C 1.8480 3.8581 1.8774 0.2 0.1 0.6
H 1.6684 4.2243 5.2504 -0.1 0.0 0.1
H 3.2426 6.0508 4.6883 0.1 0.1 0.0
H 3.8833 6.4815 2.3546 0.0 0.1 0.0
H 3.0072 5.0627 0.5245 0.0 0.0 -0.1
C -6.9223 -1.5552 5.8084 0.0 0.0 0.0
C -5.6351 -1.1091 5.1863 0.1 0.0 0.0
C -4.4199 -1.6334 5.6031 -0.1 0.1 -0.1
C -3.2261 -1.2474 5.0156 0.0 0.1 -0.2
C -1.9280 -1.8140 5.5038 0.0 0.0 0.1
C -3.2509 -0.3388 3.9446 -0.5 -0.1 0.1
C -1.9717 -0.0591 3.2662 0.2 -0.1 0.6
O -1.8439 0.0090 2.0604 0.0 0.0 -0.3
C -4.4677 0.2310 3.5378 0.1 -0.1 0.1
C -4.5217 1.2716 2.4632 0.0 0.0 -0.1
C -5.6367 -0.1585 4.1743 0.1 -0.1 0.0
H -6.7442 -2.2403 6.6343 0.0 0.0 0.0
H -7.5424 -2.0563 5.0647 -0.1 -0.1 0.0
H -7.4834 -0.6998 6.1796 -0.1 0.0 0.1
H -4.4021 -2.3597 6.4035 0.0 -0.1 0.1
H -2.0954 -2.6008 6.2350 0.0 0.0 0.0
H -1.3398 -1.0279 5.9748 0.2 0.0 0.1
H -1.3365 -2.2177 4.6856 0.1 -0.1 0.0
H -1.1048 0.0512 3.9280 0.1 -0.1 -0.3
H -3.6145 1.8691 2.4598 0.0 0.1 -0.1
H -5.3781 1.9272 2.6055 0.0 0.0 0.0
H -4.6160 0.8016 1.4860 0.0 0.0 -0.2
H -6.5762 0.2809 3.8720 -0.1 0.1 -0.1
```
Positions in Å, forces in eV/Å.